[1]
# C31H54N9

7 unconnected molecules or ions with the total composition C31H54N9 (ωB97M-V/def2-TZVPD, the OMol25 dataset).

Computed properties:
Net charge: +1
HOMO energy: -12.01 eV
HOMO-LUMO gap: 8.530 eV

```
94
Properties=species:S:1:pos:R:3:forces:R:3:lowdin_charge:R:1
C 2.149 3.778 -2.270 -0.38 -0.39 0.56 0.0542
C 1.625 3.010 -1.273 0.05 0.37 0.11 -0.0615
C 0.741 1.787 -1.511 1.54 1.69 -0.82 -0.2080
N 0.921 1.143 -2.720 -2.76 -0.70 3.52 0.1989
C 0.016 0.057 -2.682 -0.52 -0.79 -0.13 -0.2318
N 0.007 -0.796 -3.818 0.33 -0.11 2.19 0.0155
C 1.398 -1.121 -4.282 -0.06 0.14 -1.38 -0.2193
C 1.741 -0.228 -5.559 0.07 -0.26 0.33 -0.0937
C -0.712 0.033 -1.441 2.19 0.99 -2.76 0.0273
N -0.195 1.180 -0.751 0.50 -0.60 -1.67 0.1301
H 1.840 3.718 -3.342 0.38 -0.15 1.01 0.0820
H 2.919 4.552 -2.014 -0.99 -0.74 -0.20 0.0854
H 1.914 3.308 -0.231 -0.44 -0.70 -1.04 0.0888
H 1.581 1.439 -3.435 -0.31 -0.32 0.24 0.1437
H -0.492 -1.652 -3.542 0.23 0.42 -0.23 0.0828
H 2.163 -1.001 -3.460 -0.80 -0.21 -0.85 0.1230
H 1.407 -2.191 -4.639 -0.10 1.11 0.65 0.1257
H 2.353 0.683 -5.294 -0.29 -1.02 -0.38 0.0625
H 2.288 -0.906 -6.275 -0.33 1.17 0.59 0.0799
H 0.812 0.171 -6.060 0.84 -0.71 0.59 0.0765
H -1.464 -0.724 -1.148 0.78 0.98 0.17 0.1045
H -0.485 1.498 0.172 0.17 -0.02 -0.42 0.1749
C 4.640 4.293 4.316 0.03 0.04 0.04 -0.1051
C 3.442 3.717 3.573 0.03 0.18 0.34 -0.2685
C 3.764 3.316 2.131 -0.19 -0.12 0.23 -0.1995
C 4.126 4.468 1.300 0.12 -0.10 -0.06 -0.2404
N 4.416 5.372 0.653 -0.17 -0.12 -0.02 0.1523
H 4.992 5.219 3.856 -0.01 -0.06 -0.01 0.0760
H 4.366 4.520 5.347 0.01 0.01 -0.08 0.0736
H 5.469 3.580 4.334 -0.01 0.04 -0.01 0.0775
H 2.627 4.445 3.588 0.02 -0.08 -0.04 0.0822
H 3.089 2.833 4.111 -0.03 -0.01 -0.15 0.1114
H 2.889 2.826 1.694 0.08 0.04 -0.09 0.0874
H 4.574 2.582 2.119 0.05 0.14 -0.10 0.1243
C -4.519 -3.913 -0.233 0.02 0.05 -0.01 -0.1024
C -4.572 -3.692 -1.741 -0.19 0.10 0.42 -0.2577
C -3.355 -4.260 -2.476 -0.38 0.01 -0.22 -0.1743
C -2.114 -3.581 -2.101 0.09 -0.21 0.02 -0.1816
N -1.138 -3.052 -1.797 -0.20 0.06 -0.15 0.1588
H -3.670 -3.396 0.222 -0.02 -0.05 0.01 0.0569
H -5.426 -3.530 0.236 0.08 -0.04 0.01 0.0799
H -4.439 -4.976 0.004 0.00 0.05 0.02 0.0818
H -4.669 -2.621 -1.945 0.03 -0.08 -0.11 0.1107
H -5.472 -4.172 -2.133 0.14 0.01 -0.13 0.1139
H -3.505 -4.150 -3.553 0.21 0.00 0.03 0.1242
H -3.264 -5.331 -2.278 0.17 0.09 0.06 0.1300
C 0.399 -1.062 -9.405 0.04 0.01 -0.09 -0.1080
C -0.817 -0.144 -9.434 0.35 -0.05 -0.08 -0.2651
C -2.051 -0.760 -8.771 -0.01 0.39 -0.07 -0.1990
C -2.534 -1.945 -9.484 -0.05 -0.10 0.12 -0.2353
N -2.906 -2.878 -10.039 0.07 0.11 0.05 0.1506
H 0.225 -1.980 -9.971 -0.03 0.03 0.07 0.0773
H 1.260 -0.559 -9.851 -0.02 -0.06 0.04 0.0763
H 0.659 -1.335 -8.379 0.00 -0.03 -0.03 0.0543
H -1.041 0.124 -10.470 -0.09 0.00 0.10 0.1155
H -0.568 0.784 -8.913 -0.15 -0.01 -0.01 0.1035
H -2.850 -0.015 -8.746 -0.07 -0.16 -0.01 0.1179
H -1.827 -1.019 -7.733 -0.04 -0.13 -0.07 0.1112
C 0.997 -3.443 2.910 0.05 0.02 0.02 -0.1100
C 0.601 -2.541 1.749 0.16 -0.40 0.01 -0.2647
C -0.303 -1.382 2.175 0.23 0.02 -0.23 -0.1947
C -1.600 -1.843 2.674 -0.04 0.13 0.12 -0.2300
N -2.616 -2.205 3.069 0.10 -0.01 -0.13 0.1555
H 0.128 -3.931 3.356 0.01 0.08 0.00 0.0669
H 1.674 -4.226 2.564 -0.03 0.05 0.05 0.0792
H 1.509 -2.875 3.690 -0.04 -0.10 0.03 0.0647
H 0.107 -3.139 0.978 -0.03 0.17 -0.02 0.0961
H 1.509 -2.130 1.298 -0.10 0.10 -0.02 0.1079
H -0.468 -0.727 1.315 -0.15 -0.03 0.07 0.0733
H 0.197 -0.781 2.939 -0.15 -0.08 0.09 0.1243
C -1.177 6.107 2.744 -0.04 -0.08 -0.03 -0.1184
C -1.313 7.249 3.743 -0.18 -0.25 -0.15 -0.2618
C 0.029 7.875 4.127 -0.31 0.22 0.07 -0.1876
C 0.898 6.935 4.838 0.16 0.06 -0.04 -0.2193
N 1.580 6.194 5.391 -0.11 -0.01 -0.11 0.1597
H -0.604 5.274 3.160 0.02 0.07 0.01 0.0643
H -2.164 5.726 2.472 0.06 0.01 -0.01 0.0708
H -0.681 6.444 1.830 -0.01 -0.02 0.02 0.0735
H -1.827 6.886 4.637 0.08 0.10 0.00 0.1152
H -1.947 8.024 3.305 0.10 0.05 0.10 0.1108
H -0.152 8.741 4.768 0.16 -0.08 0.04 0.1219
H 0.538 8.245 3.233 0.10 -0.11 0.08 0.1225
C -1.634 -4.670 7.931 -0.04 0.06 -0.01 -0.1088
C -1.274 -5.467 6.683 -0.28 0.19 0.17 -0.2655
C 0.211 -5.832 6.612 -0.25 -0.21 -0.20 -0.1920
C 1.068 -4.651 6.490 0.15 -0.05 0.11 -0.2326
N 1.740 -3.723 6.401 -0.13 -0.05 -0.07 0.1488
H -1.122 -3.705 7.954 0.02 -0.07 0.01 0.0729
H -2.708 -4.474 7.954 0.07 -0.01 0.04 0.0742
H -1.371 -5.220 8.837 -0.01 0.04 -0.02 0.0778
H -1.564 -4.898 5.796 0.09 -0.08 -0.01 0.1044
H -1.860 -6.389 6.676 0.13 -0.02 -0.08 0.1096
H 0.377 -6.479 5.746 0.15 0.09 0.04 0.1165
H 0.498 -6.408 7.495 0.09 0.14 -0.01 0.1225
```
Forces are in eV/Å.


[2]
# C31H55Br24F2IInNO3PS

A molecular structure, C31H55Br24F2IInNO3PS (ωB97M-V/def2-TZVPD, the OMol25 dataset).

Computed properties:
Net charge: -1
HOMO energy: -4.73 eV
HOMO-LUMO gap: 6.195 eV

```
120
Properties=species:S:1:pos:R:3:forces:R:3:lowdin_charge:R:1
C -0.493 -1.588 -3.999 0.33 0.63 -1.60 -0.2062
C -1.256 -0.989 -3.299 -0.77 1.90 0.85 -0.2903
C -1.999 0.066 -2.565 0.69 -0.72 -0.80 -0.2417
In -0.523 1.729 -2.179 -0.14 -1.38 0.93 0.7110
C 1.406 0.692 -1.692 0.85 -0.98 -0.50 -0.3056
C 2.630 1.320 -2.271 -1.70 -0.43 1.39 -0.9070
O 3.088 2.305 -1.801 1.17 0.85 -0.29 -0.0272
I 3.571 0.345 -3.983 0.04 0.13 0.26 0.8438
P -1.348 3.081 -0.184 0.04 1.02 -0.43 0.1329
S -1.620 4.992 -0.643 0.02 0.23 0.02 -0.0694
N -0.470 2.982 -3.964 -0.47 -2.43 -1.34 0.0886
C 0.234 2.380 -5.052 0.57 1.31 -0.12 -0.5776
O 0.657 3.046 -5.930 0.56 0.14 -0.82 0.1643
F 0.448 1.058 -5.098 -0.41 0.06 0.89 0.0729
C -1.777 3.040 -4.382 0.34 0.88 0.58 -0.6546
O -2.627 3.722 -3.906 1.80 -1.26 2.41 -0.2567
F -2.108 2.282 -5.459 0.35 -0.11 -0.04 0.0972
H 0.280 -1.857 -4.711 -1.29 -0.03 0.87 -0.1502
H -2.743 0.467 -3.265 -0.23 -0.09 0.49 0.0403
H -2.431 -0.340 -1.645 -0.19 0.38 -0.12 0.0265
H 1.356 -0.372 -1.967 -0.37 0.39 -0.31 0.0175
H 1.568 0.701 -0.590 -0.35 0.21 -1.57 -0.1178
H -2.564 2.599 0.358 0.47 -0.45 0.14 -0.1550
H -0.388 2.994 0.857 -0.48 -0.36 0.09 -0.1685
Br -5.728 0.916 0.026 0.06 -0.02 0.10 0.6232
C -6.537 1.748 1.589 -0.15 -0.08 -0.33 -0.7032
C -6.179 3.208 1.682 0.13 0.02 0.24 -0.6737
Br -4.359 3.452 2.318 -0.29 0.07 0.07 0.6078
H -6.214 1.176 2.454 0.05 0.07 0.02 0.0433
H -7.610 1.624 1.455 0.00 0.05 0.01 0.0526
H -6.808 3.710 2.415 -0.03 -0.04 -0.01 0.0538
H -6.253 3.727 0.731 0.01 -0.08 -0.03 0.0574
Br 4.672 0.236 -7.271 0.18 -0.02 -0.27 0.5255
C 4.829 2.169 -7.127 -0.26 -0.13 -0.06 -0.6970
C 5.570 2.752 -8.299 0.16 0.18 0.09 -0.6952
Br 7.490 2.453 -8.155 -0.01 -0.04 -0.08 0.5852
H 5.305 2.375 -6.173 0.02 0.01 -0.03 0.0389
H 3.803 2.535 -7.102 0.01 0.01 -0.01 0.0620
H 5.452 3.833 -8.324 -0.03 -0.01 0.05 0.0570
H 5.257 2.334 -9.251 -0.03 -0.05 0.05 0.0470
Br -6.741 7.391 -5.027 0.07 0.05 0.01 0.5673
C -5.662 6.710 -6.504 -0.35 -0.11 -0.29 -0.7074
C -5.481 5.214 -6.413 0.47 0.24 0.56 -0.6564
Br -4.151 4.695 -5.044 -2.90 1.17 -2.42 0.9390
H -4.721 7.253 -6.483 0.02 -0.07 0.08 0.0449
H -6.213 6.986 -7.403 0.00 0.04 0.04 0.0439
H -5.082 4.826 -7.350 -0.04 0.08 -0.03 0.0492
H -6.404 4.693 -6.170 -0.05 0.12 -0.08 0.0394
Br 5.129 0.046 2.013 -0.08 -0.02 -0.06 0.6103
C 4.523 1.823 1.483 0.23 -0.10 0.13 -0.6678
C 3.253 2.205 2.196 -0.17 0.13 -0.16 -0.6289
Br 1.719 1.292 1.421 0.26 0.14 1.43 0.7945
H 4.416 1.813 0.402 -0.09 0.04 0.02 0.0394
H 5.333 2.495 1.759 -0.05 0.02 0.03 0.0581
H 3.047 3.267 2.071 0.03 -0.01 -0.07 0.0676
H 3.266 1.965 3.253 0.09 -0.05 0.02 0.0417
Br 2.386 -2.454 5.854 0.08 -0.08 -0.10 0.6096
C 1.717 -0.783 5.121 0.21 0.02 0.23 -0.6972
C 0.260 -0.593 5.443 -0.08 0.05 -0.27 -0.7094
Br -0.840 -1.721 4.296 0.04 -0.04 0.05 0.6009
H 1.916 -0.804 4.054 -0.05 0.00 -0.04 0.0301
H 2.322 -0.006 5.584 -0.08 0.03 0.01 0.0578
H -0.053 0.429 5.231 0.06 -0.01 -0.06 0.0261
H 0.009 -0.836 6.471 0.06 -0.05 -0.01 0.0503
Br -1.509 4.779 3.508 0.25 0.10 0.04 0.5900
C -1.366 6.245 4.776 0.09 -0.38 0.00 -0.6865
C -2.698 6.565 5.400 -0.04 0.38 0.01 -0.7037
Br -3.840 7.554 4.175 -0.04 -0.10 0.02 0.6150
H -0.934 7.085 4.241 -0.09 0.03 0.01 0.0525
H -0.662 5.901 5.532 -0.06 0.06 0.05 0.0531
H -2.570 7.219 6.261 0.05 -0.03 -0.01 0.0539
H -3.250 5.680 5.699 0.05 -0.07 -0.05 0.0325
Br -3.927 -6.635 0.883 0.07 -0.02 -0.04 0.5925
C -2.524 -5.904 2.021 -0.22 -0.14 0.13 -0.6968
C -2.690 -4.422 2.218 0.26 0.24 -0.12 -0.7066
Br -2.119 -3.424 0.649 -0.05 -0.01 0.01 0.6105
H -1.576 -6.168 1.562 0.00 0.09 -0.02 0.0504
H -2.625 -6.429 2.969 0.01 0.05 0.01 0.0539
H -2.048 -4.073 3.026 0.01 -0.10 0.02 0.0033
H -3.715 -4.130 2.422 -0.01 -0.09 0.00 0.0518
Br -3.414 1.905 9.120 0.09 0.02 -0.02 0.6024
C -3.744 2.753 7.399 -0.23 0.05 0.19 -0.7077
C -4.307 1.777 6.400 0.20 0.04 -0.29 -0.6841
Br -2.932 0.594 5.706 -0.26 -0.01 0.04 0.6529
H -2.804 3.192 7.078 0.00 -0.07 -0.07 0.0428
H -4.460 3.546 7.606 -0.02 -0.02 -0.03 0.0548
H -4.696 2.303 5.529 0.05 0.07 0.02 0.0367
H -5.087 1.146 6.816 0.02 0.04 0.09 0.0499
Br 0.396 -3.669 -2.701 0.87 -1.21 0.60 0.7745
C 2.329 -3.932 -2.789 -0.54 -0.26 0.29 -0.6480
C 2.888 -4.330 -1.442 -1.04 1.00 -1.94 -0.7397
Br 2.967 -2.757 -0.237 -3.12 3.15 -2.89 0.5726
H 2.752 -3.010 -3.176 0.05 0.03 0.06 0.0039
H 2.484 -4.731 -3.513 0.08 -0.02 0.06 0.0577
H 3.899 -4.690 -1.554 0.10 0.22 -0.26 0.0037
H 2.286 -5.083 -0.949 -0.12 0.10 0.01 0.0330
Br 4.172 -4.580 0.711 4.97 -3.92 4.95 0.6415
C 5.596 -5.755 1.490 -0.81 -0.38 -0.27 -0.5955
C 5.450 -5.831 2.986 0.43 -0.13 0.02 -0.7439
Br 6.069 -4.205 3.858 -0.04 0.06 -0.01 0.5781
H 6.551 -5.354 1.161 -0.02 0.06 0.10 0.0467
H 5.452 -6.744 1.047 0.09 -0.02 0.14 0.0535
H 6.063 -6.628 3.404 -0.02 0.03 0.03 0.0520
H 4.419 -5.972 3.294 -0.02 0.05 -0.14 -0.0397
Br -0.802 -3.109 -8.125 0.05 0.08 0.01 0.6237
C 1.112 -3.331 -8.388 -0.26 -0.21 -0.11 -0.6963
C 1.800 -3.711 -7.105 0.22 0.15 0.11 -0.6398
Br 1.998 -2.176 -5.926 0.84 -0.31 -0.75 0.6940
H 1.483 -2.403 -8.811 0.04 0.01 0.09 0.0504
H 1.209 -4.127 -9.124 0.05 -0.01 0.03 0.0533
H 2.815 -4.052 -7.302 -0.02 0.00 -0.06 0.0581
H 1.267 -4.475 -6.545 -0.08 0.02 -0.07 0.0552
Br 3.360 -6.305 5.662 -0.08 0.04 0.19 0.6713
C 2.646 -6.188 7.468 0.17 -0.22 -0.14 -0.6823
C 1.247 -6.741 7.539 -0.24 0.22 0.14 -0.6982
Br -0.048 -5.495 6.791 0.01 -0.08 -0.05 0.5953
H 2.711 -5.146 7.766 -0.10 -0.01 -0.01 0.0382
H 3.322 -6.780 8.082 -0.05 -0.02 0.01 0.0566
H 0.943 -6.881 8.575 0.06 0.01 0.01 0.0544
H 1.131 -7.676 7.001 0.10 0.02 -0.02 0.0470
```
Forces are in eV/Å.


Number 1: strongest force on any atom 4.53 eV/Å. Number 2: strongest force on any atom 8.04 eV/Å.